Below is a single C7H11F3O3S2 molecule, with properties calculated with the ωB97M-V functional and the def2-TZVPD basis.

The geometry in XYZ format:
```
26
Properties=species:S:1:pos:R:3:lowdin_charge:R:1
C 2.21992 -2.13796 -0.26892 -0.514
C -2.69533 0.45273 0.27623 -0.182
C -2.12823 0.46793 -1.14347 -0.173
C -1.93235 -0.57942 1.16522 -0.174
C -0.63888 0.85753 -1.17636 -0.187
C -0.41753 -0.20905 1.05816 -0.196
C 0.02776 -0.26030 -0.43685 -0.357
O 2.52121 -1.15609 0.75974 -0.227
O 4.44594 1.03355 -0.13984 -0.405
O 1.98827 1.25822 0.32179 -0.583
F 3.35309 -2.82336 -0.58373 0.114
F 1.22786 -3.03093 0.02916 0.115
F 3.40280 3.17680 -0.39309 -0.332
S 3.53841 1.82699 0.60684 0.951
S 1.99117 -0.28380 -0.50324 0.994
H -2.66009 1.39910 0.91758 0.143
H -3.66699 0.13000 0.21036 0.069
H -2.28363 -0.52959 -1.52118 0.118
H -2.60786 1.18004 -1.68636 0.079
H -2.13196 -0.47531 2.26320 0.121
H -2.10583 -1.60463 0.84737 0.108
H -0.17328 0.93218 -2.16979 0.120
H -0.67105 1.81296 -0.80765 0.092
H -0.24659 0.75405 1.38482 0.080
H 0.03063 -0.96768 1.70868 0.112
H -0.38746 -1.22396 -0.71867 0.113
```

* expectation value of S²: 2.01
* 2S+1: 3
* orbital gap (alpha / beta): 5.70 / 7.14 eV
* HOMO (alpha / beta): -5.0 / -10.4 eV
* strongest force on any atom: 7.36 eV/A
* charge: 0

***

Below is C25H27Cl2OPTl as an isolated structure, with properties calculated with the ωB97M-V functional and the def2-TZVPD basis.

The geometry in XYZ format:
```
57
Properties=species:S:1:pos:R:3:lowdin_charge:R:1
Tl 0.05135 1.40158 1.88545 0.268
Cl 1.85052 0.00996 0.84068 -0.053
Cl -1.02319 -0.39116 3.04888 -0.091
C 0.05650 2.81458 3.27359 -0.445
H -0.99982 3.25295 3.31180 -0.081
H 0.80173 3.60406 2.95082 -0.101
C -1.41442 1.92598 -0.28274 -0.174
C -0.56915 2.74270 0.25875 -0.344
H -2.27910 1.53138 0.24309 0.120
C 0.90007 3.14896 -0.16361 -0.227
H -0.86945 3.38464 1.22624 0.101
C 0.75352 3.27977 -1.66066 -0.226
H 1.16499 4.07832 0.38090 0.114
H 1.72906 2.43227 0.03832 0.045
C 0.23437 1.96003 -2.24765 -0.180
H 0.03344 4.08501 -1.83789 0.111
H 1.70786 3.58402 -2.09404 0.105
C -0.97366 1.27065 -1.54907 -0.178
H -0.08206 2.16949 -3.26996 0.096
H 1.07173 1.25217 -2.27810 0.104
H -1.86902 1.26852 -2.20883 0.114
H -0.71179 0.21193 -1.31587 0.102
O -1.34372 -2.16109 -0.00094 -0.339
P -0.82694 -3.52880 0.30747 0.764
C 0.32264 -4.10311 -0.97093 -0.249
C 0.14670 -5.31877 -1.64554 -0.075
C 1.05449 -5.70508 -2.63638 -0.092
C 2.11221 -4.86140 -2.98959 -0.096
C 2.26306 -3.62574 -2.34810 -0.075
C 1.36491 -3.23960 -1.35025 -0.081
C 0.03443 -3.73042 1.89791 -0.272
C 1.41417 -3.49813 1.99606 -0.078
C 2.06401 -3.64441 3.22317 -0.074
C 1.35237 -4.04116 4.35783 -0.084
C -0.02833 -4.25940 4.26850 -0.083
C -0.68518 -4.08242 3.05040 -0.099
C -2.13433 -4.77412 0.40828 -0.295
C -1.86044 -6.08526 0.82364 -0.107
C -2.89542 -7.02231 0.90073 -0.085
C -4.20295 -6.64665 0.57481 -0.094
C -4.47409 -5.33644 0.16275 -0.084
C -3.44362 -4.39826 0.07388 -0.055
H -0.69304 -5.96664 -1.39811 0.091
H 0.92558 -6.66781 -3.13218 0.097
H 2.81395 -5.16280 -3.76855 0.097
H 3.07940 -2.95665 -2.62224 0.105
H 1.47400 -2.26928 -0.85698 0.062
H 1.97203 -3.18128 1.11802 0.078
H 3.13485 -3.43861 3.28532 0.105
H 1.86367 -4.17287 5.31236 0.098
H -0.59782 -4.55835 5.14812 0.100
H -1.76735 -4.21755 2.99476 0.112
H -0.84176 -6.38162 1.08362 0.119
H -2.67106 -8.04211 1.21644 0.100
H -5.01117 -7.37665 0.64112 0.097
H -5.49222 -5.03941 -0.09216 0.100
H -3.63858 -3.37330 -0.24471 0.109
```

* orbital gap: 4.96 eV
* HOMO: -2.5 eV
* strongest force on any atom: 7.12 eV/A
* charge: -1

***

Below is a single C18H19NO4 molecule, with properties calculated with the ωB97M-V functional and the def2-TZVPD basis.

The geometry in XYZ format:
```
42
Properties=species:S:1:pos:R:3:lowdin_charge:R:1
C 1.21463 -0.16009 -3.69797 -0.076
O 0.88024 1.07772 -3.11683 -0.079
C -0.19619 1.13380 -2.28491 -0.271
C -0.43116 2.36510 -1.67261 0.002
C -1.47146 2.51328 -0.77897 -0.056
C -2.30709 1.44361 -0.47066 -0.247
C -3.33192 1.54343 0.62530 -0.053
C -2.70403 0.89609 1.86026 -0.493
O -3.14681 -0.08250 2.40990 0.082
N -1.58424 1.55337 2.27706 0.072
C -0.55808 0.88207 3.03367 -0.106
C 0.52803 0.35323 2.08888 -0.271
C 1.78670 -0.14602 2.80438 -0.118
O 2.75608 -0.52119 1.85398 -0.017
C 2.25144 -1.31528 0.85232 -0.194
C 3.13911 -2.01803 0.04804 -0.001
C 2.66501 -2.86879 -0.93198 -0.100
C 1.29971 -3.04482 -1.09787 -0.106
C 0.40895 -2.33268 -0.31799 -0.017
C 0.87632 -1.44110 0.63901 -0.187
O -0.03740 -0.70709 1.34562 0.014
C -2.08727 0.23244 -1.11014 -0.025
C -1.05291 0.07256 -2.01463 -0.019
H 1.41302 -0.92085 -2.93548 0.078
H 0.42746 -0.51295 -4.37226 0.097
H 2.12196 0.02176 -4.27170 0.095
H 0.22411 3.18937 -1.90728 0.118
H -1.63807 3.47966 -0.32061 0.115
H -4.24037 0.99608 0.37608 0.125
H -3.58189 2.58327 0.83980 0.123
H -1.25211 2.29331 1.67394 0.119
H -1.03372 0.04455 3.54844 0.137
H -0.11761 1.56923 3.76100 0.130
H 0.83227 1.15494 1.39169 0.169
H 2.23878 0.63844 3.41305 0.139
H 1.52261 -1.00260 3.43972 0.150
H 4.19574 -1.88688 0.21770 0.119
H 3.36190 -3.40882 -1.55415 0.101
H 0.92819 -3.73394 -1.84121 0.104
H -0.65728 -2.44435 -0.42642 0.118
H -2.73002 -0.60535 -0.88499 0.126
H -0.91264 -0.88396 -2.49116 0.102
```

* SMILES: COc1ccc(CC(=O)NC[C@H]2COc3ccccc3O2)cc1
* orbital gap: 9.11 eV
* HOMO: -8.4 eV
* strongest force on any atom: 0.70 eV/A
* relative energy (zero: lowest compared OMol25 entry of this formula, charge and spin): 142.0 kJ/mol
* charge: 0

***

Below is C20H34GdN2O6S2Si2 as an isolated structure, with properties calculated with the ωB97M-V functional and the def2-TZVPD basis.

The geometry in XYZ format:
```
67
Properties=species:S:1:pos:R:3:lowdin_charge:R:1
Gd -0.68348 -0.22850 -0.48749 1.498
O 0.78067 -0.03117 -2.66910 -0.234
C 0.74007 -1.14056 -3.57018 -0.234
C -0.66879 -1.69173 -3.69185 -0.180
N -1.22308 -2.00087 -2.37327 -0.227
C -2.70102 -2.07179 -2.41009 -0.073
C -3.41966 -0.80441 -1.89889 -0.626
O -4.50421 -0.53032 -2.39445 0.032
O -2.82604 -0.17295 -0.94566 -0.231
C -0.67021 -3.25428 -1.83899 -0.104
C -1.03255 -3.40158 -0.34929 -0.647
O -1.29289 -4.50754 0.09281 0.049
O -0.99375 -2.28506 0.30045 -0.218
H 0.41381 0.72748 -3.17710 -0.043
H 1.43274 -1.88958 -3.18606 0.109
H 1.08995 -0.82862 -4.55593 0.119
H -0.66534 -2.57983 -4.33944 0.132
H -1.29120 -0.92733 -4.15517 0.092
H -3.03585 -2.87090 -1.74622 0.136
H -3.07350 -2.28985 -3.40999 0.128
H 0.42078 -3.22913 -1.88762 0.120
H -1.02682 -4.13307 -2.38087 0.131
C 3.47568 0.00623 -0.31205 -0.168
Si 2.47498 1.14163 0.80063 0.414
C 1.99009 2.68691 -0.13506 -0.178
C 3.66879 1.78147 2.11673 -0.177
C 0.96911 0.25275 1.44696 -0.424
C 0.00300 1.20858 2.04596 -0.423
C 0.15425 1.84379 3.28752 -0.039
C -0.79531 2.74959 3.71678 -0.061
C -1.89702 3.02784 2.91332 -0.067
C -2.00412 2.35362 1.71496 -0.118
N -1.09282 1.47253 1.30399 -0.013
Si 1.24769 -1.23526 2.54848 0.439
C 1.94672 -2.64260 1.50771 -0.167
C 2.47611 -1.03662 3.97062 -0.183
C -0.37125 -1.71804 3.35637 -0.164
H 4.21473 0.58582 -0.87667 0.035
H 2.83569 -0.51293 -1.03135 0.013
H 4.01326 -0.74613 0.27735 0.025
H 2.84973 3.09381 -0.67961 0.038
H 1.63303 3.45909 0.55878 0.041
H 1.19671 2.50959 -0.86439 -0.052
H 4.44845 2.39082 1.64547 0.030
H 4.15730 0.96759 2.66266 0.008
H 3.14812 2.40933 2.84986 0.025
H 1.03002 1.62419 3.88751 0.099
H -0.67983 3.24647 4.67306 0.105
H -2.65151 3.74415 3.20743 0.098
H -2.84370 2.50705 1.04634 0.114
H 3.04243 -2.65257 1.52675 0.025
H 1.62655 -2.55197 0.46772 0.010
H 1.58496 -3.60837 1.87764 0.042
H 3.47687 -0.77743 3.60710 0.008
H 2.55503 -1.98270 4.51742 0.030
H 2.17129 -0.25879 4.68155 0.022
H -1.10388 -1.96939 2.58768 0.019
H -0.77651 -0.90070 3.96456 0.030
H -0.24911 -2.59548 3.99971 0.036
C -4.02031 2.80437 -2.67497 -0.083
O -3.07250 2.47450 -3.71022 -0.226
C -1.79681 2.19951 -3.44101 -1.264
S -0.86785 1.75794 -4.78045 0.583
S -1.15791 2.36863 -1.86577 0.590
H -4.77821 3.41802 -3.15947 0.086
H -3.54020 3.35568 -1.87134 0.041
H -4.46136 1.88906 -2.29184 0.072
```

* expectation value of S²: 16.05
* 2S+1: 8
* orbital gap (alpha / beta): 7.45 / 6.01 eV
* HOMO (alpha / beta): -4.9 / -4.9 eV
* strongest force on any atom: 1.30 eV/A
* relative energy (zero: lowest compared OMol25 entry of this formula, charge and spin): 18.8 kJ/mol
* charge: -1

***

Below is a 2-piece molecular cluster, C4H9NO overall, with properties calculated with the ωB97M-V functional and the def2-TZVPD basis.

The geometry in XYZ format:
```
15
Properties=species:S:1:pos:R:3:lowdin_charge:R:1
C -1.50002 -0.90817 1.30128 -0.066
C -1.02231 0.47180 1.34052 -0.276
N -0.71230 1.57459 1.49789 0.149
H -2.04049 -1.12285 0.37610 0.090
H -0.67719 -1.62158 1.40559 0.079
H -2.17405 -1.02190 2.15116 0.083
C 0.98042 -0.88729 -0.85217 -0.140
O 0.10618 0.20566 -0.93241 -0.291
C 0.74422 1.46716 -0.94355 -0.145
H 1.67355 -0.91230 -1.70448 0.088
H 0.36761 -1.79603 -0.87968 0.085
H 1.56882 -0.89473 0.08186 0.095
H 1.36030 1.56609 -1.84555 0.086
H -0.03709 2.23193 -0.94568 0.083
H 1.36236 1.64763 -0.05087 0.081
```

* SMILES: CC#N.COC
* orbital gap: 10.75 eV
* HOMO: -9.9 eV
* strongest force on any atom: 1.10 eV/A
* relative energy (zero: lowest compared OMol25 entry of this formula, charge and spin): 195.8 kJ/mol
* charge: 0